ORCA calculation (ωB97M-V/def2-TZVPD) on 25 unconnected molecules or ions with the total composition C66H144NO43S15 in a non-equilibrium geometry.

ORCA input file:
```
! wB97M-V def2-TZVPD RIJCOSX def2/J DEFGRID3
* xyz -1 1
C -10.291 -9.394 1.037
C -9.159 -9.210 0.006
C -8.738 -7.635 -0.065
C -7.784 -7.315 1.099
C -6.560 -8.195 1.056
C -6.923 -9.648 1.290
N -7.983 -10.062 0.251
O -8.318 -11.498 0.388
C -7.338 -9.890 2.754
C -5.641 -10.477 1.081
C -9.833 -9.491 -1.344
H -9.996 -8.925 1.976
H -10.500 -10.438 1.272
H -11.143 -8.852 0.627
H -9.598 -6.968 0.003
H -8.254 -7.463 -1.027
H -8.357 -7.363 2.026
H -7.573 -6.247 1.146
H -5.843 -7.984 1.849
H -6.136 -8.098 0.057
H -7.517 -10.917 3.071
H -8.276 -9.392 3.002
H -6.658 -9.388 3.443
H -5.011 -10.070 0.291
H -5.904 -11.521 0.910
H -4.989 -10.366 1.947
H -9.196 -9.372 -2.220
H -10.594 -8.735 -1.544
H -10.275 -10.487 -1.338
C -8.157 -9.908 -7.728
C -9.455 -10.613 -7.480
O -10.120 -9.721 -6.672
C -9.435 -8.625 -6.419
O -9.797 -7.676 -5.738
O -8.217 -8.725 -6.982
H -8.215 -9.541 -8.753
H -7.290 -10.503 -7.441
H -9.427 -11.564 -6.948
H -9.931 -10.797 -8.443
C -0.847 -11.101 -0.155
C -2.353 -10.717 -0.243
O -2.247 -9.318 0.085
C -1.033 -8.868 -0.215
O -0.731 -7.688 -0.074
O -0.163 -9.864 -0.351
H -0.599 -11.614 -1.084
H -0.646 -11.669 0.754
H -2.956 -11.112 0.575
H -2.877 -10.825 -1.192
C -12.412 -13.018 -1.518
C -11.160 -13.181 -0.617
O -11.277 -14.580 -0.447
C -12.478 -15.074 -0.812
O -12.858 -16.214 -0.643
O -13.224 -14.089 -1.260
H -12.043 -12.887 -2.536
H -12.880 -12.047 -1.350
H -11.363 -12.715 0.347
H -10.217 -12.834 -1.039
C -1.653 -17.063 2.071
C -3.089 -16.699 2.339
O -3.008 -15.396 2.782
C -1.825 -14.829 2.414
O -1.464 -13.629 2.582
O -1.127 -15.802 1.846
H -1.307 -17.504 1.136
H -1.113 -17.307 2.986
H -3.512 -17.296 3.147
H -3.816 -16.810 1.534
C -8.104 -5.294 4.209
C -6.919 -4.690 3.492
O -7.371 -3.387 3.146
C -8.661 -3.307 3.293
O -9.306 -2.381 2.778
O -9.127 -4.416 3.896
H -7.937 -5.345 5.284
H -8.169 -6.347 3.933
H -6.647 -5.242 2.593
H -6.110 -4.702 4.222
C -5.042 -10.212 -2.515
C -5.898 -9.219 -3.323
O -5.821 -9.781 -4.602
C -4.964 -10.791 -4.656
O -4.507 -11.281 -5.735
O -4.445 -11.031 -3.497
H -5.631 -10.738 -1.764
H -4.254 -9.625 -2.044
H -5.452 -8.226 -3.260
H -6.962 -9.148 -3.095
C 0.590 -9.873 3.089
C 0.541 -8.400 3.487
O -0.443 -8.387 4.475
C -1.158 -9.485 4.362
O -2.165 -9.719 4.987
O -0.649 -10.345 3.484
H 1.409 -10.457 3.509
H 0.663 -9.837 2.002
H 0.293 -7.634 2.752
H 1.549 -8.164 3.829
C -4.672 -12.360 4.164
C -5.932 -13.144 3.898
O -5.644 -14.334 4.547
C -4.804 -14.011 5.619
O -4.606 -14.729 6.613
O -4.253 -12.887 5.411
H -4.895 -11.296 4.245
H -3.885 -12.485 3.420
H -6.175 -13.200 2.837
H -6.745 -12.564 4.336
C -15.487 -8.742 -0.404
C -15.396 -7.396 -1.073
O -14.569 -7.686 -2.226
C -14.836 -8.930 -2.576
O -14.759 -9.307 -3.704
O -15.276 -9.600 -1.536
H -16.531 -8.926 -0.148
H -14.806 -8.825 0.443
H -14.955 -6.558 -0.533
H -16.320 -7.000 -1.495
C -3.005 -1.478 4.095
S -3.911 -2.661 2.947
O -3.096 -2.688 1.648
C -3.300 -4.186 3.800
H -3.484 -1.705 5.048
H -3.365 -0.482 3.839
H -1.929 -1.507 4.265
H -2.250 -4.079 4.074
H -3.276 -5.106 3.216
H -3.891 -4.318 4.706
C -9.306 -14.568 8.731
S -9.933 -12.958 8.051
O -9.085 -12.683 6.804
C -11.591 -13.706 7.489
H -9.131 -15.213 7.870
H -9.946 -15.050 9.471
H -8.335 -14.432 9.207
H -11.313 -14.588 6.911
H -12.167 -13.031 6.856
H -12.235 -14.164 8.239
C -18.555 -11.578 3.663
S -17.797 -10.052 2.975
O -17.504 -9.156 4.206
C -16.333 -11.085 2.522
H -19.485 -11.310 4.165
H -18.032 -12.121 4.450
H -18.728 -12.314 2.878
H -15.605 -10.448 2.018
H -16.566 -11.816 1.748
H -15.954 -11.508 3.452
C -13.123 -5.919 -4.724
S -11.436 -5.510 -4.166
O -11.392 -4.175 -3.446
C -11.474 -6.606 -2.731
H -13.230 -6.994 -4.873
H -13.433 -5.367 -5.610
H -13.862 -5.684 -3.958
H -11.442 -7.627 -3.112
H -12.408 -6.421 -2.200
H -10.571 -6.559 -2.122
C -7.779 -5.801 -3.671
S -8.021 -4.355 -4.850
O -9.063 -3.443 -4.240
C -6.345 -3.572 -4.761
H -8.628 -6.481 -3.596
H -7.580 -5.445 -2.660
H -6.895 -6.400 -3.890
H -6.321 -2.663 -5.361
H -5.561 -4.204 -5.180
H -6.147 -3.206 -3.754
C -13.298 -4.054 0.604
S -11.573 -3.385 0.355
O -11.414 -2.975 -1.096
C -11.710 -1.796 1.257
H -13.382 -4.347 1.651
H -13.580 -4.895 -0.029
H -14.054 -3.273 0.514
H -12.628 -1.376 0.845
H -10.862 -1.161 1.000
H -11.766 -1.967 2.332
C -5.273 -9.433 6.238
S -6.733 -8.561 7.091
O -7.013 -7.194 6.404
C -8.023 -9.692 6.378
H -5.262 -10.510 6.410
H -4.349 -9.168 6.752
H -5.151 -9.224 5.175
H -7.927 -10.721 6.725
H -8.003 -9.604 5.292
H -9.025 -9.363 6.653
C -6.638 -1.122 -1.005
S -8.136 -2.088 -0.596
O -9.011 -2.497 -1.817
C -7.333 -3.646 -0.211
H -5.984 -0.980 -0.144
H -6.935 -0.115 -1.298
H -6.141 -1.518 -1.891
H -8.088 -4.393 0.035
H -6.654 -3.533 0.635
H -6.884 -4.124 -1.081
C -12.440 -6.423 9.050
S -11.579 -7.416 7.774
O -12.708 -7.488 6.754
C -10.286 -6.253 7.170
H -12.602 -5.405 8.696
H -11.776 -6.383 9.913
H -13.420 -6.763 9.384
H -9.686 -6.674 6.363
H -9.609 -6.193 8.022
H -10.630 -5.262 6.875
C -13.891 -13.376 -5.587
S -12.106 -13.797 -5.686
O -11.503 -12.701 -4.819
C -12.101 -15.320 -4.633
H -14.301 -13.569 -4.596
H -14.467 -14.002 -6.268
H -13.969 -12.341 -5.922
H -12.718 -15.212 -3.741
H -11.078 -15.301 -4.256
H -12.243 -16.184 -5.282
C -11.489 -9.995 4.767
S -12.595 -11.302 4.225
O -13.303 -10.947 2.889
C -11.129 -12.316 3.670
H -10.791 -9.612 4.022
H -10.879 -10.317 5.611
H -11.979 -9.113 5.179
H -11.331 -12.980 2.830
H -10.593 -12.909 4.412
H -10.317 -11.683 3.312
C -8.917 -12.958 -3.284
S -8.456 -14.744 -3.160
O -8.366 -15.242 -4.585
C -6.664 -14.478 -2.654
H -8.491 -12.401 -2.450
H -10.005 -12.915 -3.240
H -8.621 -12.638 -4.283
H -6.081 -13.890 -3.363
H -6.133 -15.430 -2.642
H -6.515 -14.060 -1.659
C -14.524 -7.258 3.935
S -13.275 -7.697 2.633
O -13.875 -6.926 1.432
C -11.670 -6.738 3.164
H -14.713 -6.185 3.891
H -14.240 -7.434 4.973
H -15.408 -7.896 3.917
H -11.086 -7.212 3.953
H -11.797 -5.725 3.546
H -11.030 -6.698 2.283
C -4.142 -5.924 -0.333
S -3.236 -5.567 -1.892
O -4.247 -5.857 -2.982
C -3.479 -3.724 -1.752
H -5.226 -5.821 -0.395
H -3.763 -5.429 0.560
H -4.010 -6.985 -0.120
H -4.447 -3.544 -1.285
H -3.487 -3.242 -2.730
H -2.763 -3.196 -1.122
C -7.905 -15.245 1.115
S -8.370 -17.034 0.960
O -7.583 -17.687 2.125
C -7.315 -17.715 -0.451
H -8.500 -14.953 1.981
H -8.154 -14.627 0.252
H -6.912 -15.170 1.556
H -7.170 -17.104 -1.342
H -7.642 -18.737 -0.643
H -6.297 -17.767 -0.067
*
```

Its largest force on an atom is 6.3 eV Å⁻¹. The calculation puts the HOMO energy at -3.78 eV. As for the HOMO-LUMO gap: 4.949 eV.

=====

ORCA calculation (ωB97M-V/def2-TZVPD) on 6 unconnected molecules or ions with the total composition C66H146O6P4 in a non-equilibrium geometry.

ORCA input file:
```
! wB97M-V def2-TZVPD RIJCOSX def2/J DEFGRID3
* xyz 2 1
C -19.288 -19.893 3.137
C -19.157 -20.870 1.931
C -18.262 -20.571 0.823
C -18.479 -21.506 -0.369
P -19.932 -21.146 -1.483
C -19.904 -22.251 -2.904
C -18.728 -22.059 -3.974
C -18.858 -21.074 -5.130
C -17.812 -21.284 -6.199
C -19.659 -19.465 -2.081
C -20.846 -18.801 -2.870
C -20.488 -17.526 -3.663
C -19.405 -16.633 -3.048
C -21.573 -21.401 -0.712
C -21.810 -22.824 -0.263
C -22.867 -22.993 0.827
C -22.425 -22.493 2.207
H -20.007 -20.174 3.907
H -19.513 -18.880 2.805
H -18.387 -19.772 3.738
H -20.198 -20.834 1.611
H -18.935 -21.894 2.233
H -17.248 -20.756 1.180
H -18.096 -19.543 0.498
H -18.522 -22.574 -0.155
H -17.682 -21.491 -1.113
H -20.858 -22.059 -3.395
H -19.855 -23.242 -2.452
H -18.335 -23.021 -4.304
H -17.873 -21.654 -3.433
H -18.430 -20.132 -4.787
H -19.895 -20.990 -5.455
H -17.905 -22.347 -6.422
H -16.799 -21.087 -5.848
H -17.991 -20.801 -7.160
H -18.697 -19.634 -2.565
H -19.456 -19.008 -1.112
H -21.705 -18.713 -2.205
H -21.241 -19.554 -3.552
H -21.390 -16.921 -3.754
H -20.074 -17.630 -4.666
H -19.447 -16.425 -1.979
H -19.233 -15.709 -3.600
H -18.457 -17.164 -3.141
H -22.368 -21.168 -1.421
H -21.727 -20.673 0.085
H -21.005 -23.428 0.155
H -22.140 -23.444 -1.097
H -23.271 -23.999 0.942
H -23.737 -22.360 0.650
H -21.529 -22.986 2.583
H -23.163 -22.592 3.002
H -22.134 -21.443 2.164
C -13.268 -22.468 -5.887
C -11.882 -21.940 -6.125
C -11.753 -20.475 -5.784
C -11.930 -20.155 -4.310
P -11.417 -18.492 -3.710
C -12.662 -17.174 -4.156
C -12.407 -15.824 -3.491
C -13.163 -14.628 -4.089
C -14.712 -14.784 -4.064
C -11.188 -18.599 -1.857
C -12.379 -18.808 -0.946
C -12.050 -19.031 0.525
C -13.358 -19.068 1.383
C -9.825 -17.884 -4.287
C -9.780 -17.361 -5.746
C -8.408 -16.826 -6.216
C -7.906 -15.808 -5.238
H -13.868 -21.935 -5.149
H -13.063 -23.359 -5.294
H -13.708 -22.738 -6.846
H -11.630 -22.050 -7.179
H -11.155 -22.568 -5.608
H -12.446 -19.836 -6.331
H -10.770 -20.229 -6.185
H -11.382 -20.875 -3.702
H -12.949 -20.214 -3.929
H -13.691 -17.442 -3.913
H -12.602 -17.095 -5.241
H -11.369 -15.492 -3.482
H -12.809 -15.958 -2.487
H -12.860 -14.348 -5.098
H -12.865 -13.726 -3.556
H -15.012 -15.707 -4.560
H -15.213 -13.994 -4.624
H -15.097 -14.877 -3.049
H -10.785 -17.612 -1.626
H -10.347 -19.274 -1.697
H -12.881 -19.687 -1.350
H -12.988 -17.913 -1.073
H -11.422 -18.177 0.776
H -11.538 -19.948 0.817
H -13.188 -19.383 2.413
H -14.200 -19.615 0.961
H -13.683 -18.034 1.497
H -9.154 -18.733 -4.156
H -9.629 -17.155 -3.501
H -10.452 -16.508 -5.842
H -10.031 -18.149 -6.456
H -8.545 -16.410 -7.215
H -7.700 -17.650 -6.293
H -7.157 -15.077 -5.543
H -7.590 -16.159 -4.255
H -8.757 -15.198 -4.935
C -17.430 -25.511 -5.586
C -15.997 -24.890 -5.412
C -15.228 -25.330 -4.092
C -15.773 -24.587 -2.845
P -15.048 -24.905 -1.218
C -15.360 -26.562 -0.584
C -15.044 -27.684 -1.589
C -15.087 -29.113 -1.010
C -14.711 -30.184 -1.933
C -13.221 -24.684 -1.324
C -12.735 -23.318 -1.887
C -11.299 -22.961 -1.630
C -10.826 -23.022 -0.052
C -15.602 -23.716 0.027
C -15.103 -23.957 1.534
C -15.538 -22.765 2.360
C -15.065 -22.757 3.866
H -17.371 -26.579 -5.795
H -17.754 -25.053 -6.521
H -18.168 -25.329 -4.805
H -16.031 -23.802 -5.470
H -15.321 -25.226 -6.197
H -14.189 -25.020 -4.203
H -15.314 -26.412 -3.993
H -16.810 -24.919 -2.796
H -15.695 -23.507 -2.975
H -16.373 -26.510 -0.185
H -14.706 -26.726 0.272
H -14.100 -27.519 -2.108
H -15.684 -27.704 -2.471
H -16.011 -29.333 -0.475
H -14.293 -29.154 -0.264
H -13.825 -30.029 -2.549
H -15.524 -30.730 -2.411
H -14.286 -30.947 -1.280
H -12.777 -25.538 -1.835
H -12.982 -24.885 -0.280
H -13.443 -22.576 -1.518
H -12.982 -23.228 -2.945
H -11.121 -21.921 -1.904
H -10.627 -23.549 -2.256
H -10.722 -23.993 0.433
H -11.617 -22.531 0.514
H -9.939 -22.424 0.153
H -16.692 -23.721 0.044
H -15.324 -22.715 -0.304
H -14.023 -23.918 1.680
H -15.222 -24.914 2.042
H -16.621 -22.651 2.398
H -15.177 -21.867 1.857
H -13.988 -22.853 3.999
H -15.389 -23.575 4.510
H -15.384 -21.823 4.328
C -10.837 -15.928 4.421
C -12.013 -15.148 4.742
C -12.367 -14.022 3.728
C -12.669 -14.623 2.338
P -13.400 -13.383 1.203
C -12.128 -12.194 0.527
C -11.520 -11.261 1.617
C -10.569 -10.253 1.020
C -11.306 -9.046 0.326
C -14.689 -12.465 2.159
C -15.188 -11.281 1.409
C -15.867 -10.412 2.441
C -16.556 -9.199 1.864
C -14.459 -14.135 -0.139
C -15.545 -15.216 0.328
C -16.174 -15.946 -0.807
C -16.972 -17.149 -0.355
H -9.855 -15.474 4.555
H -10.894 -16.425 3.453
H -10.841 -16.662 5.227
H -11.730 -14.660 5.675
H -12.845 -15.814 4.970
H -11.580 -13.268 3.739
H -13.145 -13.380 4.142
H -13.503 -15.304 2.509
H -11.809 -15.136 1.908
H -12.645 -11.717 -0.305
H -11.318 -12.818 0.147
H -10.824 -11.817 2.246
H -12.156 -10.639 2.246
H -9.936 -10.784 0.309
H -9.977 -9.854 1.843
H -12.137 -9.513 -0.203
H -10.624 -8.477 -0.306
H -11.841 -8.436 1.053
H -14.114 -12.099 3.009
H -15.429 -13.173 2.531
H -15.818 -11.437 0.534
H -14.337 -10.663 1.122
H -15.151 -10.115 3.207
H -16.682 -10.893 2.982
H -17.400 -9.494 1.240
H -15.852 -8.618 1.268
H -16.856 -8.584 2.712
H -13.907 -14.474 -1.015
H -15.005 -13.249 -0.463
H -16.308 -14.833 1.005
H -14.965 -15.908 0.939
H -15.446 -16.285 -1.545
H -16.837 -15.270 -1.348
H -17.746 -16.732 0.290
H -16.365 -17.763 0.311
H -17.284 -17.776 -1.190
O -15.300 -18.252 -5.929
C -16.458 -17.961 -6.527
O -16.629 -17.845 -7.746
O -17.560 -17.770 -5.984
H -15.648 -18.484 -5.065
O -15.692 -19.727 -1.257
C -15.624 -20.033 -2.493
O -15.973 -19.118 -3.278
O -15.254 -21.116 -2.927
H -15.743 -18.769 -1.294
*
```

Its largest force on an atom is 6.7 eV Å⁻¹. The calculation puts the HOMO energy at -7.57 eV. The energy relative to the best compared isomer or geometry (same formula, charge and spin) comes out at 7.287 eV. As for the HOMO-LUMO gap: 3.813 eV.